# 1
# C9H16Cl2KO4S

A molecular structure, C9H16Cl2KO4S (ωB97M-V/def2-TZVPD, OMol25).

Results
Relative energy (zero: lowest compared OMol25 entry of this formula, charge and spin)   0.439 eV
Frontier orbital gap   0.22517 hartree
HOMO energy   -0.1423 Ha

The geometry in ORCA input format:
```
! wB97M-V def2-TZVPD RIJCOSX def2/J DEFGRID3
* xyz -1 1
K -0.12953 0.29955 0.63924
Cl -4.82666 1.35832 2.04724
C -4.45025 -0.17161 1.20260
Cl -5.12711 -1.55222 2.10785
C -2.90942 -0.29389 0.98963
O -2.21543 -0.58664 1.97405
O -2.56795 -0.03335 -0.18454
H -4.96291 -0.13583 0.25087
C 2.50380 2.56404 -1.30084
C 2.95158 1.90230 0.02100
C 3.86896 0.70033 -0.28571
O 1.89949 1.54710 0.79835
H 3.33827 2.85463 -1.95324
H 1.91647 3.45522 -1.06820
H 1.84752 1.88104 -1.85394
H 3.61434 2.66350 0.50805
H 3.26747 -0.10203 -0.72723
H 4.28370 0.31382 0.64836
H 4.70046 0.94592 -0.96146
O 0.89685 -1.83376 -1.00257
S 0.81295 -2.26776 -2.42521
C 1.89787 -1.12351 -3.35989
C 3.16064 -1.86612 -3.78897
C 3.38321 -2.95022 -2.73980
C 2.02370 -3.61679 -2.59350
H 2.12120 -0.36193 -2.61107
H 1.34122 -0.66271 -4.17397
H 4.00234 -1.17696 -3.86768
H 3.01939 -2.33074 -4.76911
H 3.67386 -2.49899 -1.78859
H 4.15718 -3.66182 -3.03156
H 1.89566 -4.23184 -1.70420
H 1.76046 -4.20021 -3.47972
*
```

Charges per atom according to natural (NBO) partitioning, unit e:
1 K 0.959
2 Cl -0.058
3 C -0.286
4 Cl -0.059
5 C 0.723
6 O -0.750
7 O -0.771
8 H 0.219
9 C -0.633
10 C 0.137
11 C -0.637
12 O -1.013
13 H 0.171
14 H 0.201
15 H 0.170
16 H 0.077
17 H 0.180
18 H 0.200
19 H 0.167
20 O -0.994
21 S 1.240
22 C -0.624
23 C -0.407
24 C -0.418
25 C -0.609
26 H 0.267
27 H 0.229
28 H 0.227
29 H 0.192
30 H 0.232
31 H 0.211
32 H 0.246
33 H 0.210

# 2
# C9H16Cl2KO4S

A molecular structure, C9H16Cl2KO4S (ωB97M-V/def2-TZVPD, OMol25).

Results
Relative energy (zero: lowest compared OMol25 entry of this formula, charge and spin)   0.000 eV
Frontier orbital gap   0.25697 hartree
HOMO energy   -0.1634 Ha

The geometry in ORCA input format:
```
! wB97M-V def2-TZVPD RIJCOSX def2/J DEFGRID3
* xyz -1 1
K 1.42752 0.75507 -1.15517
Cl 6.42512 -1.78689 -0.20661
C 5.83150 -0.10665 -0.29446
Cl 6.06441 0.70549 1.27734
C 4.33338 -0.03788 -0.71797
O 3.52317 -0.72668 -0.08237
O 4.13754 0.74567 -1.67132
H 6.45650 0.41286 -1.00826
C -2.33867 -0.54955 -3.33598
C -2.26484 0.35638 -2.09559
C -2.78572 1.75866 -2.45383
O -1.01327 0.40335 -1.57561
H -3.35033 -0.62911 -3.75104
H -1.98670 -1.55120 -3.07972
H -1.67513 -0.14941 -4.10909
H -3.01436 -0.06301 -1.36923
H -2.13533 2.19641 -3.21785
H -2.74132 2.39699 -1.56898
H -3.81477 1.75640 -2.83310
O 0.38384 1.61520 1.20154
S -0.96211 1.00653 1.45841
C -0.83022 -0.75810 1.03994
C -1.16648 -1.58109 2.27064
C -0.55124 -0.81896 3.44012
C -1.01136 0.62269 3.25629
H 0.22576 -0.86071 0.77473
H -1.39002 -0.89771 0.11735
H -0.77579 -2.59572 2.17833
H -2.25050 -1.65847 2.39960
H 0.53808 -0.86689 3.37695
H -0.85062 -1.21914 4.41099
H -0.39050 1.37073 3.74635
H -2.04754 0.75475 3.57760
*
```

Charges per atom according to natural (NBO) partitioning, unit e:
1 K 0.955
2 Cl -0.058
3 C -0.289
4 Cl -0.055
5 C 0.726
6 O -0.752
7 O -0.772
8 H 0.220
9 C -0.628
10 C 0.133
11 C -0.629
12 O -1.021
13 H 0.174
14 H 0.196
15 H 0.188
16 H 0.070
17 H 0.186
18 H 0.199
19 H 0.173
20 O -1.025
21 S 1.257
22 C -0.620
23 C -0.412
24 C -0.413
25 C -0.613
26 H 0.234
27 H 0.294
28 H 0.219
29 H 0.193
30 H 0.218
31 H 0.204
32 H 0.240
33 H 0.207

# 3
# C9H16Cl2O7S

4 unconnected molecules or ions with the total composition C9H16Cl2O7S in a non-equilibrium geometry (ωB97M-V/def2-TZVPD, OMol25).

Results
Frontier orbital gap   0.33742 hartree
HOMO energy   -0.3319 Ha

The geometry in ORCA input format:
```
! wB97M-V def2-TZVPD RIJCOSX def2/J DEFGRID3
* xyz 0 1
C -10.19588 6.36108 10.36129
Cl -9.84044 5.53272 8.82383
Cl -9.78402 8.07422 10.21923
H -11.23695 6.21593 10.62572
H -9.57420 5.83494 11.08839
C -8.38580 5.32543 4.77124
S -6.87939 4.48129 5.48445
O -5.96354 4.26896 4.34522
C -6.16298 5.88183 6.39430
H -8.98311 5.79122 5.54421
H -8.97117 4.52714 4.27710
H -8.04794 6.01556 3.98435
H -5.94625 6.65451 5.65054
H -5.17918 5.58966 6.66789
H -6.75676 6.16473 7.27706
C -14.18648 9.71218 10.68344
C -14.23361 9.43637 9.18827
O -15.12713 10.42070 8.64455
C -15.78052 10.95434 9.73748
O -16.70588 11.74439 9.64301
O -15.32789 10.49245 10.91471
H -13.32567 10.31647 10.89020
H -14.29217 8.85105 11.35838
H -14.73504 8.53790 8.89706
H -13.31786 9.57676 8.63199
C -14.76185 4.95620 7.74923
C -13.49405 5.76609 7.36337
O -12.93660 6.12885 8.63031
C -13.61633 5.51730 9.61789
O -13.37542 5.52480 10.73872
O -14.65427 4.79835 9.11731
H -14.85070 3.97588 7.27220
H -15.75007 5.41802 7.56890
H -13.73701 6.70723 6.79603
H -12.69094 5.27958 6.78399
*
```

Charges per atom according to natural (NBO) partitioning, unit e:
1 C -0.394
2 Cl -0.060
3 Cl -0.024
4 H 0.248
5 H 0.225
6 C -0.817
7 S 1.238
8 O -0.983
9 C -0.835
10 H 0.223
11 H 0.231
12 H 0.235
13 H 0.233
14 H 0.240
15 H 0.235
16 C -0.105
17 C -0.104
18 O -0.483
19 C 0.954
20 O -0.580
21 O -0.470
22 H 0.188
23 H 0.215
24 H 0.179
25 H 0.206
26 C -0.104
27 C -0.105
28 O -0.500
29 C 0.976
30 O -0.572
31 O -0.486
32 H 0.199
33 H 0.192
34 H 0.199
35 H 0.206

# 4
# C9H16ClErI2N3O2P

A molecular structure, C9H16ClErI2N3O2P in a non-equilibrium geometry (ωB97M-V/def2-TZVPD, OMol25).

Results
Relative energy (zero: lowest compared OMol25 entry of this formula, charge and spin)   0.000 eV
⟨S²⟩   3.752
Frontier orbital gap   0.26422 hartree
HOMO energy   -0.5481 Ha

The geometry in ORCA input format:
```
! wB97M-V def2-TZVPD RIJCOSX def2/J DEFGRID3
* xyz 2 4
I 1.85117 -4.28259 -2.08802
I -0.91781 -4.43409 -1.39117
Er 0.43067 0.28295 -0.21724
P -0.15047 0.82360 -2.90331
C -1.77757 1.02625 -3.75874
C 0.76086 2.41030 -3.24164
H 1.76960 -0.55861 -3.47165
H 0.84106 -0.08132 -4.96775
H 0.24523 -1.39665 -3.83048
C 0.76862 -0.42786 -3.92025
H 1.76184 2.33349 -2.77750
H 0.83655 2.58248 -4.33039
H -1.60827 1.28627 -4.82624
H -2.33171 1.82296 -3.21955
H 0.20828 3.23018 -2.74636
H -2.32136 0.06535 -3.64424
C -2.35262 0.26350 -0.54609
O -3.50796 0.21296 -0.45455
Cl 2.82583 0.23197 -0.86243
C 1.65617 1.29299 4.63838
N 0.81952 0.40934 3.82819
C 0.14463 -0.62980 4.41582
C -0.64753 -1.50650 3.73597
C -0.75032 -1.32594 2.35052
N -0.11651 -0.26372 1.83922
C 0.64542 0.62993 2.51308
O 1.11111 1.54496 1.76527
N -1.47379 -2.08064 1.51354
H 2.10656 2.05153 4.00290
H 2.42476 0.69747 5.13949
H 1.04527 1.75848 5.41753
H 0.30540 -0.68482 5.47834
H -1.18169 -2.34350 4.17462
H -1.94412 -2.88416 1.91712
H -1.47681 -2.05677 0.46759
*
```

Charges per atom according to natural (NBO) partitioning, unit e:
1 I 0.098
2 I -0.051
3 Er 1.885
4 P 0.667
5 C -0.915
6 C -0.915
7 H 0.270
8 H 0.265
9 H 0.248
10 C -0.916
11 H 0.266
12 H 0.267
13 H 0.274
14 H 0.250
15 H 0.249
16 H 0.248
17 C 0.493
18 O -0.365
19 Cl -0.562
20 C -0.427
21 N -0.361
22 C 0.167
23 C -0.338
24 C 0.499
25 N -0.790
26 C 0.785
27 O -0.676
28 N -0.743
29 H 0.265
30 H 0.241
31 H 0.239
32 H 0.259
33 H 0.270
34 H 0.438
35 H 0.417

# 5
# C9H16F4K3N2O17S4

A molecular structure, C9H16F4K3N2O17S4 in a non-equilibrium geometry (ωB97M-V/def2-TZVPD, OMol25).

Results
Relative energy (zero: lowest compared OMol25 entry of this formula, charge and spin)   0.000 eV
Frontier orbital gap   0.27671 hartree
HOMO energy   -0.4495 Ha

The geometry in ORCA input format:
```
! wB97M-V def2-TZVPD RIJCOSX def2/J DEFGRID3
* xyz 1 1
K 22.94820 -18.90844 -4.75735
K 21.22152 -24.25788 -3.03285
K 21.48538 -18.31968 -7.86109
N 20.48542 -19.81174 -5.74461
S 19.70222 -21.29925 -5.47223
O 18.54788 -21.63978 -6.21887
O 19.86424 -21.91057 -4.16212
F 20.82008 -22.12038 -6.32297
S 19.34521 -19.07005 -5.02522
O 19.21640 -19.04281 -3.60148
O 18.17645 -18.84847 -5.84843
F 20.09268 -17.64759 -5.23362
N 23.39004 -16.88338 -6.56813
S 22.97666 -15.24081 -6.40096
O 23.19525 -14.30476 -7.46069
O 22.93320 -14.76737 -5.05790
F 21.40517 -15.52760 -6.63833
S 24.90393 -16.65766 -6.74581
O 25.70155 -16.07310 -5.68564
O 25.35063 -16.41662 -8.07518
F 25.38681 -18.18482 -6.40940
C 15.49154 -22.54806 -5.07613
C 16.25913 -23.88448 -5.17107
O 15.46264 -24.64435 -6.04248
C 14.48414 -23.86773 -6.60190
O 13.70293 -24.26312 -7.39519
O 14.58571 -22.61031 -6.16876
H 16.22066 -21.75602 -5.22976
H 14.94046 -22.48320 -4.14253
H 16.26293 -24.31365 -4.16183
H 17.31689 -23.79916 -5.42775
C 20.90571 -12.62792 -0.45751
O 20.61776 -13.62449 -1.43617
C 19.45058 -14.26211 -1.32983
O 18.70723 -14.20222 -0.39505
O 19.33792 -15.03891 -2.40501
C 18.01394 -15.55190 -2.64467
H 21.45007 -13.10763 0.35756
H 20.05209 -12.09014 -0.05705
H 21.60998 -11.94828 -0.93057
H 17.22522 -14.80010 -2.66499
H 17.66497 -16.27991 -1.91282
H 18.17697 -15.99416 -3.62455
C 12.88351 -17.03801 -8.84319
O 13.71690 -16.01484 -8.30779
C 14.88325 -16.40284 -7.83758
O 15.52545 -17.36241 -8.19442
O 15.30744 -15.50333 -6.95286
C 16.66370 -15.59797 -6.52678
H 13.09504 -18.01257 -8.38781
H 13.17642 -17.28522 -9.86538
H 11.83518 -16.81780 -8.70019
H 17.33131 -15.74967 -7.36944
H 16.76470 -16.32318 -5.72058
H 16.85398 -14.62838 -6.06741
*
```

Charges per atom according to natural (NBO) partitioning, unit e:
1 K 0.977
2 K 0.998
3 K 0.980
4 N -1.162
5 S 2.366
6 O -0.821
7 O -0.954
8 F -0.524
9 S 2.362
10 O -0.853
11 O -0.847
12 F -0.546
13 N -1.272
14 S 2.392
15 O -0.826
16 O -0.851
17 F -0.535
18 S 2.420
19 O -0.876
20 O -0.870
21 F -0.558
22 C -0.100
23 C -0.091
24 O -0.494
25 C 0.967
26 O -0.549
27 O -0.475
28 H 0.206
29 H 0.191
30 H 0.172
31 H 0.172
32 C -0.261
33 O -0.497
34 C 0.981
35 O -0.630
36 O -0.501
37 C -0.260
38 H 0.184
39 H 0.207
40 H 0.199
41 H 0.198
42 H 0.194
43 H 0.188
44 C -0.269
45 O -0.487
46 C 0.985
47 O -0.653
48 O -0.495
49 C -0.253
50 H 0.196
51 H 0.194
52 H 0.206
53 H 0.192
54 H 0.186
55 H 0.197

# 6
# C9H16F4N3O2S

2 unconnected molecules or ions with the total composition C9H16F4N3O2S in a non-equilibrium geometry (ωB97M-V/def2-TZVPD, OMol25).

Results
Frontier orbital gap   0.32469 hartree
HOMO energy   -0.4742 Ha

The geometry in ORCA input format:
```
! wB97M-V def2-TZVPD RIJCOSX def2/J DEFGRID3
* xyz 1 1
N -3.28764 -1.29352 2.67926
C -2.07984 -1.78396 2.79410
N -1.79641 -3.05523 3.34646
C -0.42482 -2.84009 3.96512
C -0.00787 -1.40477 3.55018
N -0.94399 -1.16193 2.42129
C -0.96257 0.13476 1.77063
F 0.29865 0.56967 1.76058
F -1.68825 1.01713 2.49357
C -1.47068 0.04964 0.29245
F -2.49509 0.90636 0.12893
F -1.91671 -1.20526 0.04274
H -4.06680 -1.92158 2.52148
H -3.49128 -0.30679 2.76812
H -1.62248 -3.61925 2.50992
H -0.53543 -2.91857 5.04390
H 0.24288 -3.60343 3.56715
H 1.04180 -1.24223 3.31879
H -0.29917 -0.74292 4.37142
H -0.65105 0.28187 -0.39467
C 2.16809 2.84261 -3.24228
C 1.69439 2.07760 -4.48604
C 1.80055 0.57960 -4.17201
S 1.60082 0.43228 -2.39441
O 2.81770 -0.06484 -1.80991
O 0.34358 -0.22820 -2.09130
C 1.46628 2.18624 -2.05712
H 1.93122 3.90301 -3.30331
H 3.24966 2.74554 -3.13168
H 0.65673 2.33745 -4.70219
H 2.28485 2.33069 -5.36414
H 1.02845 -0.01328 -4.65548
H 2.78192 0.17670 -4.41420
H 1.92691 2.39537 -1.09388
H 0.40560 2.43931 -2.03345
*
```

Charges per atom according to natural (NBO) partitioning, unit e:
1 N -0.713
2 C 0.739
3 N -0.606
4 C -0.234
5 C -0.239
6 N -0.416
7 C 0.751
8 F -0.293
9 F -0.316
10 C 0.492
11 F -0.312
12 F -0.328
13 H 0.447
14 H 0.453
15 H 0.407
16 H 0.235
17 H 0.230
18 H 0.261
19 H 0.210
20 H 0.216
21 C -0.408
22 C -0.403
23 C -0.673
24 S 2.165
25 O -0.932
26 O -0.978
27 C -0.673
28 H 0.236
29 H 0.223
30 H 0.214
31 H 0.238
32 H 0.259
33 H 0.258
34 H 0.257
35 H 0.235